Version 1
This record from the Open Molecules 2025 dataset describes a gas-phase ion, C2H4NO2S (charge -1). The level of theory is ωB97M-V/def2-TZVPD.

Each atom is followed by the atoms it is bonded to, with distances in Å.
Atoms and positions in Å:
1 C 1.24 0.28 1.00  C2 1.538, H7 1.130, H8 1.001
2 C 0.85 -0.23 -0.40  C1 1.538, N3 1.456, H9 1.065, H10 1.106
3 N -0.43 -0.20 -1.08  C2 1.456, S6 1.638
4 O -3.01 0.37 -1.44  S6 1.490
5 O -1.97 0.73 0.80  S6 1.489
6 S -1.95 -0.04 -0.48  N3 1.638, O4 1.490, O5 1.489
7 H 2.24 -0.10 1.38  C1 1.130
8 H 0.45 0.63 1.50  C1 1.001
9 H 1.68 -0.09 -1.05  C2 1.065
10 H 0.91 -1.33 -0.25  C2 1.106

M = 106.1 g/mol
HOMO energy (alpha / beta) = -3.5 / -2.9 eV
lowest unoccupied orbital energy (alpha / beta) = 0.1442 / 0.1482 hartree
charge = -1

Version 2
This record from the Open Molecules 2025 dataset describes 2 unconnected molecules or ions with the total composition C2H4NO2S. The level of theory is ωB97M-V/def2-TZVPD.

Each atom is followed by the atoms it is bonded to, with distances in Å.
Atoms and positions in Å:
1 C -0.77 0.86 0.30  C2 1.385, N3 1.301, H7 1.108
2 C -0.99 -0.41 -0.20  C1 1.385, H8 1.076, H9 1.075
3 N -0.65 1.92 -0.43  C1 1.301, H10 1.023
4 O 2.01 -1.61 1.11  S6 1.470
5 O 2.03 -1.73 -1.34  S6 1.468
6 S 1.82 -0.89 -0.16  O4 1.470, O5 1.468
7 H -0.69 0.91 1.41  C1 1.108
8 H -1.19 -1.24 0.46  C2 1.076
9 H -1.13 -0.56 -1.26  C2 1.075
10 H -0.44 2.76 0.12  N3 1.023

M = 106.1 g/mol
HOMO energy (alpha / beta) = -2.6 / -2.6 eV
lowest unoccupied orbital energy (alpha / beta) = 0.1387 / 0.1387 hartree
charge = -1

Stability summary: most stable version 2, least stable version 1.